No. 1
The following is a quantum chemistry calculation of C56H42N9O2RbS5 as an isolated structure, from the OMol25 dataset.

Output
Lowest unoccupied orbital energy (eV): 3.03
Orbital gap (eV): 4.32
ΔE to the lowest compared entry with this formula, charge and spin (kJ/mol): 0.0
Calculated total energy (eV): -131084.229

```
! wB97M-V def2-TZVPD RIJCOSX def2/J DEFGRID3
* xyz -2 1
Rb -3.04 -0.74 0.38
N -0.32 -0.56 -0.95
S 0.98 -0.18 -0.45
N 1.61 1.38 -0.68
S 1.58 2.59 0.27
N 0.35 3.22 0.92
S -1.20 3.11 0.23
N -1.83 1.82 0.18
C -0.85 3.82 -1.41
C -0.82 2.87 -2.42
C -0.53 3.25 -3.72
C -0.27 4.59 -4.01
C -0.31 5.54 -2.99
C -0.60 5.16 -1.69
C -1.93 4.47 1.10
C -3.31 4.37 1.24
C -4.00 5.42 1.82
C -3.31 6.53 2.27
C -1.92 6.60 2.17
C -1.22 5.57 1.57
C 2.41 3.83 -0.73
C 2.64 5.06 -0.13
C 3.21 6.07 -0.88
C 3.53 5.86 -2.22
C 3.27 4.63 -2.81
C 2.71 3.60 -2.06
C 2.69 2.44 1.65
C 4.03 2.21 1.39
C 4.91 2.09 2.45
C 4.43 2.18 3.76
C 3.08 2.39 4.00
C 2.19 2.53 2.94
C 2.35 -1.05 -1.25
C 3.57 -0.50 -1.60
C 4.53 -1.29 -2.22
C 4.26 -2.63 -2.48
C 3.04 -3.18 -2.14
C 2.08 -2.39 -1.52
C 1.36 -0.45 1.28
C 0.35 -0.13 2.17
C 0.58 -0.30 3.54
C 1.80 -0.80 3.97
C 2.80 -1.12 3.07
C 2.59 -0.94 1.71
H -1.04 1.83 -2.15
H -0.50 2.51 -4.51
H -0.04 4.89 -5.02
H -0.11 6.58 -3.22
H -0.64 5.90 -0.90
H -3.82 3.45 0.95
H -5.06 5.34 1.98
H -3.85 7.33 2.77
H -1.39 7.46 2.56
H -0.14 5.59 1.51
H 2.37 5.21 0.91
H 3.41 7.03 -0.42
H 3.96 6.66 -2.80
H 3.50 4.47 -3.85
H 2.49 2.63 -2.50
H 4.38 2.14 0.37
H 5.96 1.91 2.27
H 5.11 2.07 4.59
H 2.70 2.44 5.01
H 1.13 2.70 3.11
H 3.77 0.55 -1.39
H 5.48 -0.86 -2.50
H 5.01 -3.24 -2.97
H 2.82 -4.21 -2.35
H 1.10 -2.78 -1.26
H -0.60 0.26 1.83
H -0.21 -0.02 4.22
H 1.97 -0.93 5.04
H 3.75 -1.50 3.41
H 3.37 -1.18 1.00
S -2.74 0.03 3.51
C -3.74 1.43 3.38
S -5.13 1.41 2.38
C -3.34 2.59 4.11
C -2.01 2.72 4.58
N -0.93 2.87 4.98
C -4.21 3.66 4.40
N -4.89 4.57 4.65
C 0.32 -4.11 -4.43
O 0.78 -5.31 -3.84
C -0.17 -6.10 -3.23
C -1.54 -5.85 -3.29
C -2.41 -6.67 -2.60
C -1.96 -7.74 -1.83
C -0.59 -8.02 -1.85
C 0.30 -7.20 -2.52
N -2.84 -8.64 -1.16
N -3.80 -8.22 -0.47
C -3.95 -6.90 -0.06
C -5.27 -6.44 -0.01
C -5.61 -5.11 0.06
C -4.61 -4.07 0.07
O -4.83 -2.86 -0.05
C -3.21 -4.58 0.28
N -2.27 -3.65 0.49
C -1.03 -4.02 0.76
C -0.65 -5.37 0.85
C -1.59 -6.33 0.59
C -2.91 -5.96 0.24
H 1.21 -3.58 -4.78
H -0.21 -3.48 -3.71
H -0.33 -4.31 -5.28
H -1.93 -5.01 -3.84
H -3.47 -6.45 -2.62
H -0.23 -8.87 -1.29
H 1.36 -7.39 -2.50
H -6.05 -7.19 -0.12
H -6.64 -4.80 0.03
H -0.31 -3.22 0.92
H 0.36 -5.63 1.12
H -1.34 -7.38 0.66
*
```

No. 2
The following is a quantum chemistry calculation of an isolated ion of composition C4H11N2O and charge +1 at a distorted geometry, from the OMol25 dataset.

Output
Structure (SMILES): C[C@]1(ON)CC[NH2+]1
Lowest unoccupied orbital energy (eV): -3.07
Orbital gap (eV): 11.59
ΔE to the lowest compared entry with this formula, charge and spin (kJ/mol): 402.0
Calculated total energy (eV): -9344.691

```
! wB97M-V def2-TZVPD RIJCOSX def2/J DEFGRID3
* xyz 1 1
C 1.06 0.48 0.34
C 0.19 0.36 1.56
C 0.05 -0.31 -0.40
C 0.31 -1.80 -0.61
N -0.64 1.61 -1.46
N -1.00 0.03 0.61
O -0.35 0.24 -1.69
H 1.11 1.56 0.11
H 2.00 0.06 0.47
H 0.36 -0.47 2.20
H -0.11 1.15 2.40
H -0.35 -2.39 -1.16
H 0.27 -2.26 0.36
H 1.39 -1.74 -0.99
H -1.45 1.91 -2.07
H 0.14 2.06 -1.82
H -1.73 -0.65 0.91
H -1.54 0.85 0.30
*
```

No. 3
The following is a quantum chemistry calculation of C20H22Br2MnN10O3S as an isolated structure at a distorted geometry, from the OMol25 dataset.

Output
Lowest unoccupied orbital energy (spin up / spin down) (eV): 0.07 / -0.07
Orbital gap (spin up / spin down) (eV): 7.38 / 7.33
ΔE to the lowest compared entry with this formula, charge and spin (kJ/mol): 109.4
Calculated total energy (eV): -224380.028

```
! wB97M-V def2-TZVPD RIJCOSX def2/J DEFGRID3
* xyz 0 6
Mn 0.53 0.10 0.04
C 0.22 -2.13 5.32
C -1.19 -2.07 4.74
N -1.45 -0.85 4.00
C -0.90 -0.52 2.81
S -0.22 -1.76 1.83
N -0.98 0.81 2.59
N -0.59 1.16 1.36
C -0.31 2.37 1.03
C -0.46 3.50 2.00
C -0.03 2.66 -0.44
C 0.08 3.97 -0.89
C 0.16 4.22 -2.25
C 0.13 3.16 -3.14
C 0.03 1.88 -2.62
N -0.06 1.64 -1.33
H 0.37 -3.07 5.86
H 0.39 -1.31 6.01
H 0.96 -2.08 4.52
H -1.93 -2.12 5.54
H -1.36 -2.92 4.07
H -1.75 -0.05 4.54
H -0.56 3.09 3.00
H -1.35 4.08 1.78
H 0.40 4.17 1.97
H 0.09 4.79 -0.19
H 0.23 5.24 -2.61
H 0.18 3.32 -4.21
H 0.02 1.02 -3.27
N -0.69 -1.66 -1.35
N -2.04 -1.95 -1.51
C -2.98 -1.08 -1.04
N -4.25 -1.53 -1.03
N -2.54 0.11 -0.74
N -3.47 1.00 -0.29
O -3.06 2.13 -0.11
O -4.59 0.63 0.06
H -0.24 -1.52 -2.25
H -0.22 -2.43 -0.87
H -2.31 -2.90 -1.71
H -4.44 -2.51 -1.16
H -4.93 -0.92 -0.60
Br 4.01 -1.09 -3.49
C 4.29 -0.59 -1.69
C 5.62 -0.45 -1.23
C 5.87 -0.11 0.06
Br 7.67 0.04 0.64
C 4.81 0.13 0.97
C 4.97 0.45 2.34
C 3.88 0.66 3.13
C 2.60 0.57 2.56
N 2.41 0.29 1.30
C 3.49 0.03 0.49
C 3.19 -0.38 -0.88
O 1.97 -0.59 -1.26
H 6.43 -0.64 -1.91
H 5.97 0.52 2.75
H 3.99 0.89 4.19
H 1.71 0.75 3.15
*
```

No. 4
The following is a quantum chemistry calculation of one molecule with the formula C4H2OS at a distorted geometry, from the OMol25 dataset.

Output
Structure (SMILES): C1#S#COC=C1
Lowest unoccupied orbital energy (spin up / spin down) (eV): -0.62 / -0.84
Orbital gap (spin up / spin down) (eV): 7.70 / 7.57
ΔE to the lowest compared entry with this formula, charge and spin (kJ/mol): 377.8
Calculated total energy (eV): -17055.860

```
! wB97M-V def2-TZVPD RIJCOSX def2/J DEFGRID3
* xyz 0 1
C 0.27 -0.94 -0.36
C -0.37 0.19 -1.03
C 0.94 -0.58 0.71
C -0.86 1.04 1.20
O -1.01 0.96 -0.08
S 0.69 0.57 1.89
H 0.26 -1.93 -0.54
H 0.08 0.69 -1.79
*
```

No. 5
The following is a quantum chemistry calculation of one molecule with the formula C3HN3O at a distorted geometry, from the OMol25 dataset.

Output
Structure (SMILES): N#CC1(C#N)NO1
Lowest unoccupied orbital energy (eV): -0.01
Orbital gap (eV): 11.83
ΔE to the lowest compared entry with this formula, charge and spin (kJ/mol): 278.6
Calculated total energy (eV): -9639.930

```
! wB97M-V def2-TZVPD RIJCOSX def2/J DEFGRID3
* xyz 0 1
C -0.80 0.91 0.82
C -0.61 -0.53 -1.34
C 0.19 -0.02 -0.27
N -1.36 1.61 1.51
N -1.30 -0.96 -2.14
N 1.17 -0.80 0.39
O 1.48 0.38 -0.36
H 1.22 -0.59 1.39
*
```

No. 6
The following is a quantum chemistry calculation of C36H30BrF3N5O2PdSSb as an isolated structure, from the OMol25 dataset.

Output
Lowest unoccupied orbital energy (eV): -6.80
Orbital gap (eV): 6.44
ΔE to the lowest compared entry with this formula, charge and spin (kJ/mol): 107.7
Calculated total energy (eV): -148399.760

```
! wB97M-V def2-TZVPD RIJCOSX def2/J DEFGRID3
* xyz 2 1
Pd -0.06 0.17 -0.65
O -6.10 1.30 0.52
C -4.83 0.99 0.30
C -4.21 -0.18 0.74
C -2.87 -0.36 0.47
N -2.12 0.53 -0.21
C -2.75 1.62 -0.68
Br -1.76 2.78 -1.78
C -4.07 1.90 -0.44
H -6.56 0.62 1.03
H -4.75 -0.93 1.30
H -2.36 -1.25 0.79
H -4.53 2.80 -0.83
N -0.01 -5.41 -1.49
C -0.23 -4.88 -2.72
O 0.01 -5.46 -3.76
C -0.74 -3.46 -2.77
C -1.52 -3.09 -3.87
C -1.92 -1.77 -3.99
C -1.50 -0.85 -3.04
N -0.74 -1.21 -2.01
C -0.38 -2.50 -1.86
H 0.27 -6.37 -1.45
H -0.47 -5.03 -0.67
H -1.78 -3.83 -4.61
H -2.54 -1.44 -4.81
H -1.76 0.20 -3.11
H 0.26 -2.72 -1.01
F -2.66 2.19 6.82
C -2.04 1.54 5.83
C -2.67 0.45 5.26
C -2.03 -0.22 4.23
C -0.77 0.19 3.79
C -0.16 1.29 4.40
C -0.80 1.97 5.42
Sb 0.19 -0.86 2.22
C 1.10 0.93 1.37
C 2.50 1.07 1.30
C 3.08 2.23 0.86
C 2.26 3.28 0.45
F 2.83 4.39 0.00
C 0.89 3.21 0.51
C 0.31 2.03 0.98
C 1.91 -1.58 3.23
C 2.89 -2.26 2.51
C 4.00 -2.79 3.14
C 4.10 -2.65 4.52
F 5.16 -3.17 5.13
C 3.13 -2.01 5.27
C 2.03 -1.48 4.62
H -3.64 0.14 5.63
H -2.51 -1.09 3.79
H 0.82 1.62 4.08
H -0.34 2.82 5.91
H 3.14 0.26 1.64
H 4.16 2.36 0.83
H 0.29 4.07 0.24
H -0.75 2.02 1.19
H 2.80 -2.38 1.43
H 4.78 -3.31 2.60
H 3.25 -1.94 6.34
H 1.27 -0.97 5.20
N 2.69 -1.68 -3.47
C 2.05 -0.58 -3.08
S 2.11 -0.22 -1.38
N 1.46 0.14 -4.02
C 1.01 1.51 -4.02
C 1.64 2.51 -3.30
C 1.20 3.81 -3.43
C 0.15 4.12 -4.29
C -0.47 3.11 -5.02
C -0.04 1.80 -4.88
H 3.09 -2.29 -2.77
H 2.95 -1.84 -4.43
H 1.40 -0.30 -4.93
H 2.49 2.29 -2.66
H 1.70 4.60 -2.89
H -0.17 5.15 -4.40
H -1.27 3.35 -5.70
H -0.50 1.02 -5.47
*
```

No. 7
The following is a quantum chemistry calculation of one molecule with the formula C4H8F2 at a distorted geometry, from the OMol25 dataset.

Output
Structure (SMILES): CC(C)C(F)F
Lowest unoccupied orbital energy (eV): 1.03
Orbital gap (eV): 12.85
ΔE to the lowest compared entry with this formula, charge and spin (kJ/mol): 95.5
Calculated total energy (eV): -9712.210

```
! wB97M-V def2-TZVPD RIJCOSX def2/J DEFGRID3
* xyz 0 1
C 0.33 1.26 0.56
C -0.03 0.24 -0.55
C 1.07 -0.87 -0.30
C -1.35 -0.40 -0.23
H 1.16 1.93 0.24
H -0.52 1.85 0.89
H 0.84 0.66 1.30
H -0.05 0.69 -1.61
H 1.98 -0.41 0.05
H 1.21 -1.76 -0.91
H 0.80 -1.46 0.62
H -1.54 -1.33 -0.74
F -1.43 -0.77 1.10
F -2.47 0.38 -0.44
*
```

No. 8
The following is a quantum chemistry calculation of an isolated ion of composition C4H8N2S and charge +2 at a distorted geometry, from the OMol25 dataset.

Output
Lowest unoccupied orbital energy (eV): -10.35
Orbital gap (eV): 9.52
ΔE to the lowest compared entry with this formula, charge and spin (kJ/mol): 73.4
Calculated total energy (eV): -18073.607

```
! wB97M-V def2-TZVPD RIJCOSX def2/J DEFGRID3
* xyz 2 1
C 0.41 -1.36 0.01
C 0.99 0.93 0.02
C 1.91 -1.49 0.03
C -1.47 0.21 0.04
N -0.11 -0.16 -0.04
N 0.69 2.19 0.03
S 2.53 0.19 -0.02
H -0.31 -2.14 0.05
H 2.50 -2.09 0.82
H 2.08 -2.02 -0.90
H -1.80 0.42 -1.08
H -1.49 1.07 0.53
H -2.18 -0.61 0.49
H -0.26 2.49 0.16
H 1.42 2.85 0.16
*
```

Number 4 is which compound? C4H2OS